1.
DFT (ωB97M-V/def2-TZVPD) results for C21H33B2Br6Cr2N7O34S as an isolated structure.

Calculated values
molecular weight: 1564.617 g mol⁻¹
gap between HOMO and LUMO (alpha / beta): 3.9908 / 4.7463 eV
multiplicity: 9
charge: 0

Geometry as XYZ:
```
106
Properties=species:S:1:pos:R:3:forces:R:3
Cr -11.91184 -13.87894 1.87373 -0.48 1.73 -1.07
Cr -15.87941 -9.61945 -5.44813 0.29 -0.16 -1.68
O -12.41362 -11.96888 2.07958 0.66 -1.35 0.93
C -13.08405 -11.11718 1.50057 -0.51 0.24 -1.24
O -12.90204 -10.74138 0.29486 0.03 -0.41 0.21
B -14.05398 -9.83898 -0.11936 -0.36 0.97 0.15
O -14.83069 -9.67556 1.12743 0.36 -0.54 0.29
C -14.34622 -10.45254 2.08834 0.44 0.75 -1.55
O -14.74441 -10.64988 3.17317 -0.63 -0.25 1.49
O -14.87003 -10.44017 -1.17106 0.14 -0.53 -0.16
C -14.86142 -9.65628 -2.22473 -0.06 0.51 -0.04
O -15.50376 -9.80476 -3.23031 -0.22 -0.31 0.11
C -13.94951 -8.44768 -1.90934 -0.36 -1.03 0.45
O -13.56574 -8.58148 -0.64431 0.23 -0.36 0.48
O -13.66711 -7.58895 -2.65253 0.31 1.24 -0.99
O -12.34039 -13.81763 -0.09500 0.29 -0.36 0.27
C -12.57568 -14.01354 -1.27297 -0.57 -0.08 -0.30
O -13.68200 -13.72303 -1.84836 0.25 0.25 0.36
B -13.53481 -13.93185 -3.33175 -0.53 0.06 -0.85
O -12.17762 -14.50633 -3.47344 0.08 -0.29 0.33
C -11.61618 -14.64778 -2.29796 -0.42 0.98 -0.27
O -10.53923 -15.07446 -2.02737 0.72 -0.47 0.12
O -13.67346 -12.67989 -4.05846 -0.12 -0.02 0.02
C -14.80469 -12.72362 -4.77123 0.41 -1.19 0.85
O -15.28577 -11.85879 -5.40496 -0.27 0.90 -0.78
C -15.42467 -14.13010 -4.60188 1.05 0.43 0.24
O -14.59395 -14.81218 -3.79461 0.10 0.88 0.06
O -16.42340 -14.51542 -5.09403 -0.72 -0.39 -0.19
S -16.46938 -9.72308 -8.04772 -0.91 0.20 -1.62
O -17.32367 -9.38298 -6.81839 -0.10 0.15 0.55
O -16.83972 -11.05689 -8.54945 0.43 0.57 0.73
O -16.59209 -8.70301 -9.07163 0.33 -0.45 0.84
O -15.11307 -9.72730 -7.36598 0.23 -0.06 0.61
Br -17.92752 -15.86290 -1.28410 -0.55 -0.08 -0.49
C -18.51378 -14.09573 -0.71550 -0.07 0.28 0.16
C -17.45172 -13.09680 -1.05847 0.19 0.42 0.00
Br -18.03096 -11.36448 -0.41591 -0.15 0.14 0.11
H -18.67165 -14.11290 0.35885 0.00 -0.24 -0.01
H -19.45409 -13.89003 -1.21182 -0.01 -0.06 -0.17
H -17.28153 -12.96908 -2.12087 -0.06 -0.16 -0.13
H -16.52412 -13.29983 -0.53253 0.04 -0.03 -0.18
Br -11.23340 -17.15428 -5.55004 -0.02 0.05 -0.31
C -11.13729 -15.89101 -7.05182 0.33 -0.16 0.06
C -11.97199 -14.68254 -6.75533 -0.04 0.25 -0.12
Br -11.71188 -13.41378 -8.21346 -0.10 -0.10 0.07
H -11.42870 -16.39182 -7.96861 -0.23 -0.19 0.13
H -10.08262 -15.64773 -7.13835 0.01 0.12 0.00
H -11.66092 -14.18262 -5.84616 0.06 0.06 0.05
H -13.03288 -14.90669 -6.69688 -0.03 -0.10 -0.08
Br -8.67876 -18.97749 0.06025 -0.16 -0.04 0.23
C -9.30481 -17.55895 -1.10783 0.78 -0.18 0.07
C -9.56549 -18.05843 -2.48894 -0.37 0.35 -0.45
Br -11.26867 -18.98537 -2.59861 0.05 -0.07 0.07
H -8.46507 -16.86664 -1.14760 -0.12 0.08 -0.01
H -10.16830 -17.07881 -0.67181 -0.08 -0.03 0.11
H -8.80013 -18.72104 -2.87104 0.06 -0.17 0.11
H -9.64696 -17.19932 -3.15518 -0.12 -0.09 -0.02
C -15.35077 -16.24976 0.74781 0.71 -0.63 0.98
N -15.21526 -14.93968 1.43112 0.72 -0.25 -0.67
O -14.06855 -14.56251 1.72661 0.26 -0.35 0.61
O -16.17306 -14.27042 1.59780 -0.79 0.46 0.40
H -14.43213 -16.41486 0.19743 -0.11 0.13 -0.38
H -16.27893 -16.26949 0.19175 0.24 0.12 -0.03
H -15.35990 -17.01266 1.53206 -0.15 0.17 0.07
C -16.00923 -13.94921 -8.60564 0.01 0.39 0.28
N -15.53610 -14.64824 -9.82492 0.00 0.33 0.14
O -16.12259 -15.65239 -10.15397 -0.27 -0.44 -0.09
O -14.59488 -14.17148 -10.41838 0.29 0.06 -0.14
H -17.03491 -13.63014 -8.75955 -0.07 -0.21 -0.11
H -15.42633 -13.04731 -8.45789 0.14 -0.07 -0.04
H -15.94078 -14.64604 -7.77402 -0.06 -0.08 -0.05
C -14.76015 -17.37378 -3.54100 0.20 -1.07 0.39
N -15.01801 -17.75698 -4.95200 -0.31 0.08 0.28
O -15.65719 -18.76566 -5.15517 0.07 -0.05 -0.10
O -14.60461 -16.99546 -5.79499 0.09 0.07 -0.45
H -13.73912 -17.01011 -3.50123 -0.12 0.24 0.01
H -14.84393 -18.27103 -2.93423 -0.18 -0.10 -0.09
H -15.49762 -16.62840 -3.26537 0.12 -0.18 0.00
C -8.10748 -14.18424 -0.05348 0.73 -0.77 -0.26
N -8.72846 -12.98649 0.52074 -0.38 0.03 -0.11
O -9.92496 -13.02732 0.83883 -0.09 -0.42 0.49
O -8.06321 -12.00749 0.61837 0.28 0.43 0.08
H -7.16536 -14.35860 0.46492 -0.16 0.07 0.21
H -7.84005 -13.98476 -1.08796 -0.31 0.31 -0.11
H -8.76481 -15.04198 -0.00359 -0.19 0.19 0.12
C -11.59844 -10.18920 -6.26868 0.32 0.21 0.57
N -12.37759 -9.96330 -5.02105 -0.25 0.00 -0.56
O -13.50693 -9.54078 -5.16980 -0.18 0.24 0.23
O -11.88736 -10.23415 -3.95906 0.29 -0.11 0.62
H -11.52759 -11.26575 -6.37622 -0.22 -0.03 -0.30
H -10.59420 -9.82016 -6.08361 -0.01 0.11 -0.03
H -12.12274 -9.66248 -7.05182 -0.05 -0.21 -0.26
C -8.61571 -14.23965 -4.71944 0.07 0.27 -0.12
N -9.04891 -12.90132 -4.22783 -0.10 0.00 -0.33
O -9.66747 -12.21653 -5.01498 0.14 -0.12 0.25
O -8.76002 -12.58320 -3.09158 0.01 0.01 0.14
H -7.97314 -14.06606 -5.57804 0.02 0.04 -0.02
H -9.51477 -14.75026 -5.04436 -0.04 -0.21 0.14
H -8.08545 -14.73558 -3.92006 -0.07 -0.17 0.07
C -18.97844 -11.87333 -6.39232 0.39 -0.70 -0.02
N -18.58205 -11.79379 -4.96150 -0.57 -0.39 -0.57
O -19.11646 -12.50266 -4.13461 -0.01 -0.07 -0.01
O -17.71469 -10.99817 -4.70477 0.52 0.45 1.20
H -19.45423 -10.93662 -6.64779 -0.04 0.09 -0.08
H -19.58291 -12.75943 -6.53710 -0.31 0.11 0.18
H -18.04810 -11.97642 -6.95314 -0.07 0.33 -0.08
```
Positions in Å, forces in eV/Å.

=====

2.
DFT (ωB97M-V/def2-TZVPD) results for a 2-piece molecular cluster, C21H33BN2O9P2S overall.

Calculated values
molecular weight: 562.327 g mol⁻¹
gap between HOMO and LUMO: 6.4207 eV
multiplicity: 1
charge: 0
SMILES: CC(=O)OCCCCCc1cc2c(c(P(C)O)c1P(O)(O)=S)C(=O)N(B(O)N(C)C)C2=O.CC(C)=O

Geometry as XYZ:
```
69
Properties=species:S:1:pos:R:3:forces:R:3
C -7.17568 -1.66864 -0.49442 0.43 0.37 0.43
C -5.57450 -1.60361 -0.94563 3.46 -4.81 -2.63
O -4.97696 -2.69434 -1.48350 -4.05 7.13 3.45
O -4.72339 -0.38288 -0.75590 -2.44 -2.06 -1.13
C -4.31118 0.16326 -2.06505 -0.06 0.02 -2.50
C -2.74202 -0.10472 -2.45538 0.38 -0.48 0.32
C -1.67111 0.30553 -1.24515 -0.86 -1.32 0.90
C -2.15858 1.60661 -0.37877 -0.17 0.29 -0.01
C -0.97059 2.43916 0.37564 0.60 -0.02 -0.52
C 0.01802 1.55271 1.33545 0.88 -1.71 1.26
C -0.67948 0.18658 2.00386 2.75 -0.23 1.29
C 0.13814 -0.86042 2.95584 1.55 5.00 -2.41
C 1.69861 -0.43057 3.17115 -2.45 -0.04 -0.70
C 2.44287 0.91429 2.57029 -3.65 0.11 -0.68
P 4.31500 1.06608 3.04022 0.77 -0.90 -0.30
C 4.49035 2.36471 4.48353 0.84 0.11 0.71
O 5.26048 1.60202 1.63378 -0.73 1.91 2.67
C 1.61023 1.98206 1.62683 -1.77 -4.90 1.99
P 2.43282 3.55567 0.93566 1.23 1.66 -1.29
O 3.73668 4.19447 1.96066 -1.00 -1.34 -2.69
O 3.22766 3.22092 -0.61740 -0.67 1.29 2.51
S 1.24222 5.08209 0.67364 0.25 -0.94 0.18
C 2.24043 -1.67100 4.09209 4.33 2.14 1.35
O 3.43970 -1.67101 4.71646 -8.16 -0.85 -3.95
N 1.13859 -2.75082 4.12648 -0.37 0.62 -1.10
B 1.31068 -3.81866 3.02003 0.75 -3.04 -0.32
O 1.34893 -5.24787 3.47511 -2.88 3.31 -0.42
N 1.39395 -3.50974 1.53560 0.79 -1.87 1.28
C 0.70212 -4.55080 0.67876 -1.44 -0.05 -0.53
C 2.81949 -3.26852 1.06944 0.48 2.02 -0.87
C -0.26389 -2.24571 3.72514 -2.72 0.17 0.79
O -1.45267 -2.80880 4.00579 8.17 3.46 -2.08
H -7.24597 -2.37746 0.45455 0.29 1.58 -2.03
H -7.86289 -2.15333 -1.33645 1.94 1.11 1.67
H -7.57817 -0.59102 -0.21556 0.97 -2.34 -0.61
H -4.57189 1.32225 -2.18638 0.53 -2.52 0.90
H -5.00321 -0.38081 -2.87176 1.74 1.25 1.50
H -2.43826 0.45230 -3.44115 -0.96 -0.93 2.02
H -2.61511 -1.26444 -2.67561 -0.30 2.42 0.58
H -1.68986 -0.62666 -0.49942 0.22 2.00 -1.59
H -0.56684 0.36652 -1.64781 -2.25 0.19 0.69
H -2.95213 1.31870 0.45408 1.49 0.37 -2.01
H -2.69577 2.34463 -1.14050 1.21 -1.33 1.79
H -1.45029 3.28241 1.04646 1.09 -1.60 -1.40
H -0.31524 2.94350 -0.48411 -1.32 -0.99 2.16
H -1.82777 -0.07957 1.81034 2.89 0.96 0.25
H 4.94615 3.38109 4.12575 -1.29 -1.75 0.68
H 3.51010 2.45589 5.11741 1.80 0.06 -1.48
H 5.30330 1.88011 5.20852 -1.77 0.89 -1.67
H 5.72099 2.47880 1.88469 -1.26 -1.83 -0.70
H 4.30007 4.71564 1.30478 -1.07 -0.90 1.18
H 3.44904 4.12007 -1.02754 -0.76 -1.60 0.92
H 0.44881 -5.35297 3.94665 2.20 -0.03 -0.49
H 1.10395 -5.64237 0.81028 -0.52 2.09 -0.34
H 0.71723 -4.20206 -0.46022 0.19 -0.80 2.49
H -0.44929 -4.56236 0.97822 2.43 -0.02 -0.60
H 2.79051 -2.26425 0.42488 0.29 -2.09 1.27
H 3.54794 -3.05168 1.96469 -1.31 -0.63 -1.75
H 3.23503 -4.09726 0.35260 -0.85 1.29 1.71
C 0.04432 2.64374 -6.38709 -0.45 0.26 0.09
C -0.35397 1.43372 -5.58506 -1.32 -0.08 0.69
C 0.63317 0.30017 -5.50280 -0.30 -0.29 0.30
O -1.44409 1.37349 -5.01873 1.41 0.20 -0.84
H -0.76524 3.38077 -6.35811 0.17 -0.19 0.01
H 0.94308 3.09418 -5.95837 0.06 -0.11 -0.19
H 0.22059 2.35843 -7.42730 0.21 0.04 0.10
H 1.55807 0.64629 -5.03469 0.05 -0.03 -0.22
H 0.83565 -0.08957 -6.50358 0.19 0.12 0.07
H 0.21109 -0.50490 -4.89193 0.07 0.19 -0.13
```
Positions in Å, forces in eV/Å.

=====

3.
DFT (ωB97M-V/def2-TZVPD) results for a 2-piece molecular cluster, C21H33BNO2 overall.

Calculated values
molecular weight: 342.312 g mol⁻¹
gap between HOMO and LUMO: 6.6646 eV
multiplicity: 1
charge: +1
relative energy (zero: lowest compared OMol25 entry of this formula, charge and spin): 0.0 kJ/mol

Geometry as XYZ:
```
58
Properties=species:S:1:pos:R:3:forces:R:3
C 0.41774 -5.01715 2.17278 -0.22 -0.09 0.03
O -0.91987 -4.60897 1.80424 -0.18 1.04 0.36
C -1.25386 -3.29390 1.80495 0.32 -0.29 -0.24
C -2.57250 -2.97181 1.37887 0.29 -0.37 0.00
C -2.89085 -1.68148 1.04225 0.20 0.30 -0.13
C -1.93984 -0.62732 1.19925 0.28 -0.45 -0.07
C -2.19360 0.66954 0.66346 -0.36 0.54 0.97
C -1.72229 1.87439 1.24106 0.05 0.07 0.08
C -1.72345 3.09431 0.49192 -0.04 -0.09 0.11
C -1.12675 4.22788 0.98666 0.21 0.17 0.12
C -0.55236 4.23761 2.28895 0.55 0.05 0.05
O 0.15101 5.34170 2.64248 -0.91 -1.20 -0.15
C 0.75937 5.41636 3.94951 0.02 0.18 -0.03
C -0.69175 3.09063 3.11259 0.10 0.02 -0.17
C -1.23812 1.93253 2.58604 0.20 0.16 -0.03
C -0.67957 -0.95083 1.78599 -0.33 0.22 0.06
C -0.34565 -2.25562 2.11174 0.00 -0.16 -0.15
H 0.36741 -6.11286 2.17786 0.10 0.42 0.03
H 1.15600 -4.68362 1.42876 -0.29 0.00 0.17
H 0.69416 -4.65031 3.17237 -0.16 -0.13 -0.30
H -3.28458 -3.78778 1.25911 0.19 0.22 -0.02
H -3.88758 -1.43639 0.65761 0.41 -0.19 0.10
H -2.90524 0.75582 -0.17494 0.50 -0.08 0.29
H -2.17837 3.09271 -0.50291 0.33 0.04 0.28
H -1.02541 5.13115 0.38619 -0.14 -0.23 0.14
H 1.28358 6.37486 3.92814 -0.09 -0.26 0.13
H 0.00271 5.42689 4.74681 0.13 -0.02 -0.30
H 1.48091 4.60512 4.12489 -0.25 0.18 -0.22
H -0.32098 3.10948 4.13790 -0.19 -0.06 -0.32
H -1.31027 1.04552 3.22242 -0.07 0.41 -0.23
H 0.05237 -0.14650 1.92792 -0.23 -0.47 -0.19
H 0.63369 -2.48931 2.53881 -0.37 0.16 -0.30
C 1.57472 0.19874 -4.85046 0.21 0.13 -0.16
C 2.08873 -0.39763 -3.55114 -0.43 -0.09 0.32
N 1.04891 -0.53836 -2.44220 0.34 -0.62 -0.10
C -0.02470 -1.47322 -2.96888 0.37 0.26 0.01
C -1.17682 -1.70779 -2.01676 -0.46 -0.27 0.20
C 1.75804 -1.24354 -1.30064 -0.24 0.16 -0.49
C 2.97837 -0.49220 -0.79496 0.36 -0.14 0.27
B 0.41100 0.86586 -1.93352 -0.41 0.56 0.13
H -0.29416 0.65000 -0.93348 0.41 -0.09 -0.39
H 2.45869 0.35382 -5.48349 -0.27 -0.01 0.03
H 0.89975 -0.47799 -5.39109 0.19 0.26 0.15
H 1.09130 1.17210 -4.70431 0.09 -0.31 0.02
H 2.46568 -1.41873 -3.73493 -0.03 0.30 0.06
H 2.91024 0.19837 -3.14429 -0.33 -0.02 -0.16
H -0.39011 -1.04490 -3.90717 0.07 -0.01 0.34
H 0.47355 -2.43054 -3.20033 -0.14 0.30 -0.03
H -2.01254 -2.13268 -2.58545 0.19 -0.07 0.10
H -0.92491 -2.42201 -1.21935 -0.05 0.22 -0.17
H -1.54615 -0.78600 -1.55693 0.24 -0.24 -0.27
H 1.01951 -1.38808 -0.50591 0.13 0.10 -0.16
H 2.05657 -2.23178 -1.68960 -0.09 0.21 0.22
H 3.26862 -0.93831 0.16210 0.04 0.06 -0.10
H 3.84088 -0.59843 -1.46953 -0.30 0.05 0.27
H 2.79039 0.57280 -0.62293 -0.08 -0.30 -0.10
H 1.26791 1.66597 -1.61599 0.10 -0.27 -0.18
H -0.26951 1.33187 -2.83245 0.03 -0.24 0.12
```
Positions in Å, forces in eV/Å.